No. 1
A molecular structure, C8H12N2O3STi in a non-equilibrium geometry. Source: the OMol25 dataset; level of theory: wB97M-V/def2-TZVPD.

**Total charge**: +2
**Energy relative to the best compared isomer or geometry (same formula, charge and spin)**: 203.6 kJ/mol
**Molecular weight**: 264.13 g mol⁻¹
**Lowest unoccupied orbital energy (alpha / beta)**: -10.168 / -9.944 eV
**HOMO-LUMO gap (alpha / beta)**: 6.38 / 6.63 eV
**E_HOMO (alpha / beta)**: -16.544 / -16.576 eV
**Spin multiplicity**: 3
**Maximum force**: 11.12 eV/A

Last column: Mulliken spin population.
Positions of all 27 atoms, in Å:
O -3.644825 -1.605263 -1.805499  0.000
C -2.717003 -0.942379 -1.666875  0.001
Ti 1.283754 0.210347 1.101759  1.818
C 0.566122 2.130094 1.327389  0.011
C 2.327062 0.082618 -0.673875  0.012
O 0.146114 3.254920 1.451841  0.095
O 2.927628 0.030318 -1.690467  0.084
C 1.168208 -3.731201 0.633234  0.005
N -0.117543 -3.448993 1.313876  -0.002
C -1.307289 -4.087525 0.731105  0.002
C -0.199319 -2.385785 2.221744  0.000
S 1.355939 -1.549931 2.842166  -0.022
N -1.425776 -2.066672 2.628239  -0.006
C -2.283724 -3.015633 3.392639  0.000
C -1.756280 -0.673889 3.025605  0.010
H 1.145690 -4.711685 0.217832  0.001
H 2.016720 -3.599157 1.335260  -0.005
H 1.335933 -2.957083 -0.221168  0.004
H -1.800153 -4.682760 1.460526  0.000
H -1.981454 -3.360181 0.302835  -0.001
H -0.935830 -4.752786 -0.057250  0.000
H -2.560200 -2.618741 4.359409  0.000
H -3.176630 -3.279470 2.839424  0.001
H -1.681554 -3.973481 3.598230  0.000
H -0.999590 -0.246100 3.764847  -0.007
H -1.781213 0.019763 2.124549  -0.001
H -2.763427 -0.643974 3.497842  0.002

Cartesian forces (eV/Å) of the 2 atoms listed first:
O 2.62 1.90 0.35
C -2.56 -1.89 -0.30

***

No. 2
A molecular structure, C38H74Br6O18S9 in a non-equilibrium geometry. Source: the OMol25 dataset; level of theory: wB97M-V/def2-TZVPD.

**Total charge**: -1
**Molecular weight**: 1587.02 g mol⁻¹
**Lowest unoccupied orbital energy (alpha / beta)**: 1.099 / 1.099 eV
**HOMO-LUMO gap (alpha / beta)**: 2.48 / 6.85 eV
**E_HOMO (alpha / beta)**: -1.383 / -5.754 eV
**Spin multiplicity**: 2
**Maximum force**: 3.74 eV/A

Last column: Mulliken spin population.
Positions of all 145 atoms, in Å:
C -3.762598 4.010023 -2.176691  0.265
Br -2.100298 4.983043 -2.287801  0.185
Br -5.173688 4.628223 -3.521181  0.285
Br -4.546978 3.906923 -0.318981  0.258
H -3.454948 2.998013 -2.439921  0.008
C -3.779048 -3.040017 -5.475471  0.000
Br -4.912248 -1.875437 -6.530601  0.000
Br -4.653358 -3.895987 -3.910391  0.000
Br -2.137898 -2.091307 -4.766901  0.000
H -3.471918 -3.726507 -6.264461  0.000
C 0.330592 0.697483 6.408379  0.000
C 0.898242 2.139683 6.302519  0.000
C -0.085728 2.936773 5.475289  0.000
S -0.377108 1.828133 4.019759  0.001
O 0.872742 1.932423 3.209749  0.001
O -1.647148 2.160673 3.377159  -0.001
C -0.353338 0.315553 5.107559  0.000
H -0.343548 0.649053 7.263529  0.000
H 1.180982 0.090463 6.718969  0.000
H 1.926162 2.087943 5.943639  0.000
H 1.079382 2.569833 7.287539  0.000
H 0.308112 3.898763 5.147299  0.000
H -1.038478 3.111383 5.975159  0.000
H -0.139918 -0.537107 4.462959  0.000
H -1.421058 0.247233 5.315869  0.000
C -4.190528 -4.090887 2.073359  0.000
C -4.774438 -2.933067 1.362389  0.001
C -4.715498 -1.655827 2.285959  -0.004
S -3.293038 -1.944137 3.392989  0.001
O -3.791808 -1.926607 4.761269  0.000
O -2.194178 -1.024257 3.149849  -0.001
C -2.903648 -3.654997 2.716169  0.000
H -3.923728 -4.931887 1.433329  0.000
H -4.846468 -4.521157 2.830139  0.000
H -5.810268 -3.031367 1.037579  0.000
H -4.095758 -2.847297 0.513789  0.000
H -5.557088 -1.411037 2.933949  0.000
H -4.503098 -0.783707 1.667569  0.005
H -2.531828 -4.166147 3.604189  0.000
H -2.039908 -3.505697 2.068279  0.000
C 0.381022 0.461363 0.010219  -0.003
C 0.603752 -0.298357 -1.299871  0.000
C -0.701288 -0.765327 -1.910111  -0.001
S -2.040538 -0.053457 -0.795081  0.000
O -3.131318 -0.987287 -0.555351  0.000
O -2.328968 1.302313 -1.331131  -0.005
C -0.879238 -0.095047 0.653779  0.002
H 0.274852 1.537803 -0.124371  0.001
H 1.314022 0.500443 0.572439  0.000
H 1.340282 -1.089907 -1.161791  0.000
H 0.965302 0.427013 -2.028711  0.001
H -0.639738 -1.850447 -1.827431  0.000
H -0.964448 -0.427737 -2.912541  0.000
H -0.718008 -1.141377 0.913169  0.000
H -1.301218 0.506703 1.458719  0.000
C 4.088312 1.225723 -4.182871  0.000
C 5.467912 0.913903 -4.772121  0.000
C 6.566212 1.318263 -3.734821  0.000
S 5.683682 1.289803 -2.060681  0.001
O 5.781692 2.587813 -1.393701  0.000
O 6.242082 0.148283 -1.365001  0.000
C 4.077702 0.856383 -2.657421  -0.002
H 3.325462 0.720453 -4.775211  0.000
H 3.926332 2.303133 -4.215371  0.000
H 5.602942 1.512863 -5.672741  0.000
H 5.539972 -0.166727 -4.895191  0.000
H 6.700752 2.365033 -4.007351  0.000
H 7.537942 0.825483 -3.766451  0.000
H 3.440802 1.400343 -1.959891  0.001
H 3.933842 -0.223367 -2.617891  0.000
C 1.965242 -2.926987 -3.876491  0.000
C 1.371292 -4.368737 -3.823951  0.000
C 0.551872 -4.513737 -5.125421  0.000
S 1.461152 -3.610207 -6.464221  0.000
O 0.537992 -2.750697 -7.205921  0.000
O 2.274582 -4.544977 -7.171941  0.000
C 2.474062 -2.610467 -5.300321  0.000
H 2.813332 -2.823247 -3.199681  0.000
H 1.268382 -2.148037 -3.567091  0.000
H 0.743292 -4.609997 -2.966331  0.000
H 2.073782 -5.195687 -3.927721  0.000
H -0.373658 -3.951617 -5.000881  0.000
H 0.319482 -5.533007 -5.433941  0.000
H 2.547052 -1.576307 -5.636921  0.000
H 3.466072 -3.061607 -5.278301  0.000
C -7.262458 1.450333 -1.098311  -0.002
C -6.284988 1.027013 -2.246391  0.000
C -6.186088 -0.473317 -2.273791  0.004
S -7.881598 -1.084127 -1.807151  0.001
O -7.847448 -2.140057 -0.795601  0.000
O -8.605438 -1.502287 -3.033811  0.000
C -8.486238 0.534203 -1.191321  0.000
H -7.510958 2.474373 -1.377041  0.000
H -6.939858 1.350463 -0.061951  0.005
H -5.314258 1.515623 -2.162571  -0.011
H -6.678418 1.536363 -3.126091  0.005
H -5.404618 -0.793617 -1.584731  -0.001
H -5.813508 -1.096427 -3.086821  0.000
H -9.257398 0.409333 -0.431171  0.000
H -9.079288 0.908283 -2.025871  0.001
C -1.398898 5.794893 1.070359  -0.033
C -0.237458 6.438663 0.220799  0.001
C 0.747712 6.915563 1.306829  0.006
S 0.564322 5.823393 2.834329  0.000
O -0.052248 6.480673 3.961149  0.000
O 1.859962 5.086163 2.966929  0.000
C -0.762318 4.776683 2.055519  0.001
H -2.167658 5.341113 0.444919  0.030
H -1.848318 6.628693 1.609699  -0.003
H -0.580868 7.349253 -0.270121  0.000
H 0.253712 5.749813 -0.466471  -0.002
H 0.621312 7.916223 1.720109  0.000
H 1.797222 7.050533 1.045239  0.001
H -1.429878 4.558913 2.889209  0.002
H -0.267698 3.907723 1.621519  -0.002
C 5.367752 2.324103 3.706209  0.000
C 6.250412 2.580073 2.459639  0.000
C 6.342602 1.311393 1.698449  0.000
S 4.677402 0.408463 1.974289  0.000
O 4.848712 -0.817427 2.767529  0.000
O 3.880562 0.374763 0.760229  0.000
C 4.123222 1.724733 3.153659  0.000
H 5.025772 3.242883 4.182649  0.000
H 5.920502 1.801913 4.487159  0.000
H 7.234402 2.926293 2.775859  0.000
H 5.802562 3.348653 1.829709  0.000
H 7.024282 0.586713 2.143689  0.000
H 6.440032 1.388923 0.615579  0.000
H 3.464152 1.169133 3.820759  0.000
H 3.717512 2.513493 2.520119  0.000
C 2.409902 -5.723817 0.865069  0.000
C 3.298372 -4.435987 0.596169  0.000
C 2.874122 -3.229587 1.383149  0.000
S 1.214072 -3.637777 1.915329  0.000
O 0.314772 -3.394907 0.788249  0.000
O 0.887262 -3.091077 3.261369  0.000
C 1.500992 -5.466057 2.073349  0.000
H 2.982662 -6.648447 0.936479  0.000
H 1.684802 -5.750867 0.051689  0.000
H 3.414832 -4.270157 -0.474831  0.000
H 4.329132 -4.663707 0.867769  0.000
H 2.806082 -2.293737 0.828479  0.000
H 3.419592 -3.058607 2.311229  0.000
H 0.569242 -6.014267 2.212639  0.000
H 2.018222 -5.615517 3.021099  0.000

Cartesian forces (eV/Å) of the 2 atoms listed first:
C -0.15 -0.52 -0.03
Br 1.55 0.81 -0.27

***

No. 3
A single C3H10N2O molecule in a non-equilibrium geometry. Source: the OMol25 dataset; level of theory: wB97M-V/def2-TZVPD.

**Energy relative to the best compared isomer or geometry (same formula, charge and spin)**: 285.2 kJ/mol
**SMILES string**: NCCNCO
**Molecular weight**: 90.13 g mol⁻¹
**Lowest unoccupied orbital energy**: 0.925 eV
**HOMO-LUMO gap**: 9.72 eV
**E_HOMO**: -8.791 eV
**Maximum force**: 4.80 eV/A

Last column: Mulliken charge in e.
Positions of all 16 atoms, in Å:
C -0.550055 0.184037 0.399946  -0.550
N 0.714959 -0.284225 0.102110  -0.156
C 1.752189 0.012244 1.009783  -0.431
O 3.149964 -0.274205 0.575492  -0.508
C -1.584769 0.585470 -0.652659  -0.700
N -2.041413 -0.442629 -1.613310  -0.606
H -0.658864 0.929785 1.286428  0.320
H -0.998682 -0.547104 0.923553  0.378
H 1.037502 -0.234737 -0.814579  0.209
H 1.650857 1.059565 1.350671  0.339
H 1.639972 -0.590090 1.970965  0.259
H 3.051384 -1.134847 0.299715  0.301
H -2.572685 0.781878 -0.123773  0.278
H -1.433594 1.643382 -1.132717  0.332
H -1.265205 -0.362085 -2.404891  0.267
H -1.891562 -1.326432 -1.176733  0.268

Cartesian forces (eV/Å) of the 2 atoms listed first:
C -2.02 3.22 1.14
N 2.08 -1.05 -0.71

***

No. 4
A molecular structure, C3H4O2 in a non-equilibrium geometry. Source: the OMol25 dataset; level of theory: wB97M-V/def2-TZVPD.

**Energy relative to the best compared isomer or geometry (same formula, charge and spin)**: 58.4 kJ/mol
**Molecular weight**: 72.06 g mol⁻¹
**Lowest unoccupied orbital energy**: 0.843 eV
**HOMO-LUMO gap**: 11.55 eV
**E_HOMO**: -10.703 eV
**Maximum force**: 1.01 eV/A

Last column: Mulliken charge in e.
Positions of all 9 atoms, in Å:
O 2.053547 -0.509271 -1.064401  -0.527
C 1.045584 -0.341424 -0.448869  0.526
C 0.127244 0.779476 0.080373  -0.356
C -0.865325 -0.372793 0.235984  -0.262
O 0.228769 -1.316816 0.073378  -0.328
H -0.113645 1.653559 -0.526127  0.283
H 0.488320 1.081173 1.069872  0.198
H -1.559807 -0.489541 -0.601224  0.225
H -1.404691 -0.484364 1.181017  0.241

Cartesian forces (eV/Å) of the 2 atoms listed first:
O -0.76 0.39 0.54
C 0.39 -0.07 0.10